[1]
Entry from the OMol25 dataset: a structure of composition C2H3NO3 at a distorted geometry (ωB97M-V/def2-TZVPD).

Geometry as ORCA input:
```
! RIJCOSX wB97M-V def2-TZVPD def2/J DEFGRID3
* xyz 0 1
C -1.190 -0.427 -0.166
C 0.150 -0.559 0.370
N 1.214 0.983 -0.045
O 0.963 1.465 -1.100
O 1.999 1.258 0.801
O -0.199 -1.293 -0.703
H -2.028 -0.904 0.327
H -1.420 0.429 -0.789
H 0.511 -0.952 1.305
*
```

Properties
E ... -9749.9307 eV

***

[2]
Entry from the OMol25 dataset: the molecule C2H3NO3 at a distorted geometry (ωB97M-V/def2-TZVPD).

Geometry as ORCA input:
```
! RIJCOSX wB97M-V def2-TZVPD def2/J DEFGRID3
* xyz 0 1
C -0.526 -0.306 -0.398
C 0.827 -0.708 0.033
N -0.862 0.994 0.237
O -0.227 1.279 1.237
O -1.179 -0.754 -1.288
O -1.649 1.774 -0.258
H 0.917 -0.694 1.135
H 1.541 0.073 -0.295
H 1.158 -1.659 -0.403
*
```

Properties
E ... -9751.7888 eV
SMILES ... CC(=O)[N+](=O)[O-]

***

[3]
Entry from the OMol25 dataset: a cluster of 2 separate species, C2H3NO3 in total at a distorted geometry (ωB97M-V/def2-TZVPD).

Geometry as ORCA input:
```
! RIJCOSX wB97M-V def2-TZVPD def2/J DEFGRID3
* xyz 0 1
C 1.253 0.212 -0.861
C -1.245 -0.183 0.746
N 1.738 1.295 -0.656
O 0.912 -0.838 -1.253
O -0.292 0.541 0.589
O -1.302 -1.384 0.205
H -2.281 0.031 1.383
H 1.706 1.871 0.176
H -0.487 -1.545 -0.330
*
```

Properties
E ... -9754.8085 eV
SMILES ... N=C=O.O=CO

***

Number 1: E_LUMO 0.81 eV, HOMO level -9.940 eV, HOMO-LUMO gap 10.7547 eV. Number 2: E_LUMO -1.25 eV, HOMO level -11.268 eV, HOMO-LUMO gap 10.0145 eV. Number 3: E_LUMO 0.83 eV, HOMO level -10.842 eV, HOMO-LUMO gap 11.6762 eV.